Entry from the Open Molecules 2025 dataset: C29H31FIrN4O10 as an isolated structure (ωB97M-V/def2-TZVPD).

Computed properties:
highest occupied orbital energy (alpha / beta) = -14.1 / -14.1 eV
LUMO level (alpha / beta) = -5.60 / -8.15 eV
⟨S²⟩ = 0.754
energy = -2298.76777 a.u.
energy above the lowest of the compared OMol25 structures with the same formula, charge and spin = 0.00 kcal/mol
Kohn-Sham gap (alpha / beta) = 8.5 / 6.0 eV

Geometry as ORCA input:
```
! wB97M-V def2-TZVPD RIJCOSX def2/J DEFGRID3
* xyz 2 2
Ir 0.11565 -0.57458 0.99620
C 0.51274 -5.54556 3.27630
N -0.16967 -4.34563 2.78638
C -1.56780 -4.18868 3.20147
C 0.38135 -3.50310 1.93900
O -0.28385 -2.53850 1.48026
C 1.80365 -3.73183 1.48425
O 1.99581 -3.01737 0.28464
C 3.26701 -2.46645 0.14600
C 3.24942 -0.99453 0.53000
O 2.16016 -0.39007 0.75510
N 4.37726 -0.32084 0.58069
C 4.39068 1.09590 0.95338
C 5.68097 -0.87071 0.20624
H 0.13044 -5.76924 4.26875
H 1.58349 -5.38684 3.36381
H 0.31470 -6.39780 2.62531
H -1.63041 -4.33400 4.27774
H -2.18142 -4.93867 2.70265
H -1.92238 -3.19907 2.93947
H 1.97490 -4.79457 1.30811
H 2.48082 -3.40448 2.28168
H 3.56274 -2.55098 -0.90081
H 4.00862 -3.00025 0.74193
H 3.52121 1.33191 1.55608
H 4.39561 1.71864 0.05846
H 5.29499 1.28824 1.52624
H 5.59849 -1.86900 -0.20778
H 6.33397 -0.89378 1.07808
H 6.12693 -0.22572 -0.54961
C -5.19198 2.04144 -3.27290
C -3.91651 1.68427 -4.01096
C -4.19542 0.91996 -5.29330
C -2.90836 0.71860 -6.07102
C -1.86187 0.07619 -5.20411
C -0.82639 -0.63259 -5.76419
C 0.12402 -1.26195 -4.96132
F 1.10747 -1.93439 -5.55640
C 0.06432 -1.22229 -3.59979
C -0.98109 -0.50346 -3.00099
C -1.07837 -0.45120 -1.56918
O -0.14675 -1.06924 -0.88377
C -2.14766 0.23410 -1.00977
C -3.04596 0.87972 -1.85777
N -2.95880 0.87262 -3.17114
C -1.93545 0.15708 -3.79602
C -2.50147 0.28340 0.43495
O -3.44356 0.89707 0.84201
O -1.76034 -0.50875 1.24346
H -5.85268 2.53937 -3.98068
H -5.03561 2.73586 -2.44902
H -5.70708 1.15201 -2.90600
H -3.36891 2.59922 -4.25748
H -4.91077 1.49050 -5.88365
H -4.66340 -0.03873 -5.05263
H -2.53945 1.68344 -6.43067
H -3.07493 0.09936 -6.95177
H -0.74382 -0.72516 -6.83994
H 0.79025 -1.74190 -2.99287
H -3.86538 1.41525 -1.40661
O 0.21066 1.45719 0.99297
C 0.42512 1.47650 2.25306
O 0.49283 0.30948 2.77577
C 0.56910 2.69798 3.02560
C 0.74090 2.61580 4.40704
C 0.86433 3.77822 5.14544
C 0.81849 4.98621 4.47321
C 0.65022 5.09239 3.10393
C 0.52069 3.92872 2.37109
N 0.95826 6.23872 5.26292
O 1.13085 6.11607 6.45330
O 0.93192 7.27820 4.64503
H 0.76443 1.65027 4.89309
H 0.99265 3.76666 6.21750
H 0.61908 6.06854 2.64384
H 0.38031 3.96680 1.29970
*
```


Entry from the Open Molecules 2025 dataset: C21H24BrFeIN6S as an isolated structure at a distorted geometry (ωB97M-V/def2-TZVPD).

Computed properties:
highest occupied orbital energy (alpha / beta) = -13.8 / -13.8 eV
LUMO level (alpha / beta) = -5.81 / -6.35 eV
⟨S²⟩ = 6.009
energy = -5676.31434 a.u.
energy above the lowest of the compared OMol25 structures with the same formula, charge and spin = 16.01 kcal/mol
Kohn-Sham gap (alpha / beta) = 8.0 / 7.5 eV

Geometry as ORCA input:
```
! wB97M-V def2-TZVPD RIJCOSX def2/J DEFGRID3
* xyz 2 5
Fe -0.45301 -0.61097 -0.20416
N 1.06613 -0.58184 -4.22288
C 1.94688 0.40451 -3.84794
C 2.92497 1.10332 -4.53627
C 3.65460 2.02275 -3.80876
C 3.41932 2.24260 -2.44614
C 2.43484 1.56543 -1.75913
C 1.68849 0.63692 -2.47846
N 0.67141 -0.18669 -2.06943
C 0.33414 -0.91004 -3.13572
C -0.68136 -1.93050 -3.05924
C -1.18423 -2.73545 -4.05040
S -2.37571 -3.78767 -3.42600
C -2.13426 -3.09515 -1.87806
N -1.23831 -2.15822 -1.82512
H 0.99985 -0.98833 -5.14353
H 3.10075 0.92907 -5.58490
H 4.42754 2.58523 -4.30255
H 4.02908 2.96287 -1.92578
H 2.23949 1.72697 -0.70805
H -0.92910 -2.76011 -5.09005
H -2.69343 -3.41838 -1.02070
C 0.34044 0.57783 2.49496
N 1.29788 -0.41136 2.91030
C 2.59353 0.11379 3.30230
C 1.23294 -1.67019 2.37628
N 0.58925 -1.86538 1.24680
N 1.82731 -2.65747 3.08575
C 2.20483 -3.92448 2.49594
C 1.92047 -2.59577 4.53155
H 0.46791 1.46714 3.11003
H -0.66843 0.19223 2.65333
H 0.46411 0.87351 1.42510
H 3.00917 0.72666 2.49573
H 3.29120 -0.69373 3.49925
H 2.49574 0.72889 4.19603
H 0.54296 -2.85195 1.00470
H 1.38277 -4.64537 2.48958
H 3.01435 -4.35182 3.08651
H 2.56929 -3.78015 1.48037
H 1.28703 -1.79919 4.91377
H 2.94548 -2.43158 4.86955
H 1.57612 -3.54592 4.94790
Br -3.41624 2.13338 3.02107
C -4.16894 2.84939 1.43804
C -4.91788 4.01662 1.49615
C -5.42176 4.58286 0.33759
C -5.21839 3.96161 -0.88373
C -4.50822 2.77386 -0.94486
C -3.97125 2.23321 0.20893
I -2.93995 0.33247 0.06696
H -5.10335 4.47544 2.45625
H -5.96599 5.51326 0.38967
H -5.61861 4.38940 -1.79119
H -4.38183 2.26651 -1.88738
*
```


Entry from the Open Molecules 2025 dataset: C22H45MgN3O9S3 as an isolated structure at a distorted geometry (ωB97M-V/def2-TZVPD).

Computed properties:
highest occupied orbital energy = -6.7 eV
LUMO level = -2.86 eV
energy = -3100.80954 a.u.
Kohn-Sham gap = 3.9 eV

Geometry as ORCA input:
```
! wB97M-V def2-TZVPD RIJCOSX def2/J DEFGRID3
* xyz 0 1
Mg -0.05725 -2.65836 0.65345
C -0.30279 0.16387 -0.22731
O -0.52337 -0.69528 -1.07106
O 0.73974 -0.20531 0.29509
O -1.12119 -0.17899 0.61947
C 2.64257 3.63435 3.11604
C 3.13786 4.35356 1.94610
N 3.51849 4.90566 0.99772
H 3.44619 3.15042 3.67113
H 1.94343 2.86359 2.79163
H 2.16645 4.42643 3.69397
C -2.41647 2.51334 4.63699
C -3.69113 1.91222 4.96881
N -4.74184 1.40246 5.28151
H -2.29377 3.48925 5.10670
H -2.45030 2.69867 3.56340
H -1.57694 1.89123 4.94725
C -3.99346 0.08049 -5.61588
C -4.46959 1.43373 -5.48316
N -4.80712 2.51757 -5.37519
H -3.76662 -0.15868 -6.65484
H -4.83953 -0.48649 -5.22759
H -3.08586 -0.12185 -5.04715
C -5.85308 3.70229 -0.21537
S -7.63101 4.19431 -0.03652
O -7.62241 5.70575 -0.07758
C -8.31471 3.48240 -1.58199
H -5.60611 2.64490 -0.12031
H -5.33553 4.24266 0.57725
H -5.43040 3.91551 -1.19720
H -7.65928 3.73702 -2.41487
H -9.36859 3.75340 -1.64517
H -8.25343 2.40292 -1.44392
C -5.10934 -3.05628 -0.76837
S -4.46112 -4.20403 0.58367
O -2.94311 -4.17304 0.50884
C -5.01249 -3.12741 1.99236
H -6.09833 -2.61277 -0.65314
H -5.14212 -3.65555 -1.67826
H -4.44597 -2.19536 -0.85123
H -6.07664 -3.27010 2.18033
H -4.90150 -2.07061 1.74959
H -4.45429 -3.41762 2.88247
C 1.95249 -3.26483 6.38952
S 0.62219 -2.36016 5.44350
O 0.18045 -3.25765 4.30103
C -0.65912 -2.44979 6.71248
H 1.75444 -4.33405 6.46475
H 2.12083 -2.81530 7.36813
H 2.87023 -3.13822 5.81522
H -1.05286 -3.46422 6.64925
H -1.49768 -1.78778 6.49648
H -0.23853 -2.13894 7.66882
C 9.34363 0.63370 3.43341
C 7.86519 0.36439 3.37420
O 7.21570 0.23661 4.42888
C 7.23803 0.36266 1.99170
H 9.90731 -0.19833 3.01140
H 9.69473 0.78116 4.45473
H 9.66253 1.55446 2.94493
H 7.52995 1.24465 1.42163
H 6.15274 0.26431 1.96791
H 7.64068 -0.42274 1.35208
C 4.38202 2.06612 -3.74470
C 5.36438 1.56397 -4.80915
O 6.08740 0.61217 -4.49293
C 5.59118 2.35769 -6.06032
H 3.39811 1.88637 -4.17797
H 4.44377 3.15002 -3.64748
H 4.43409 1.66932 -2.73082
H 6.37277 1.82042 -6.59750
H 5.86303 3.40535 -5.93157
H 4.73421 2.37289 -6.73373
C 1.23391 -2.78722 -5.46088
C 1.09401 -4.27242 -5.56126
O 1.84235 -4.89473 -6.27816
C -0.04847 -4.98555 -4.84248
H 1.62311 -2.45106 -4.49983
H 0.30775 -2.21839 -5.54309
H 2.01466 -2.48061 -6.15696
H -0.97135 -4.45958 -4.59804
H 0.35416 -5.15566 -3.84395
H -0.16224 -5.93958 -5.35724
*
```


Entry from the Open Molecules 2025 dataset: CH2NO3PS as an isolated structure at a distorted geometry (ωB97M-V/def2-TZVPD).

Computed properties:
highest occupied orbital energy = -11.2 eV
LUMO level = 0.01 eV
energy = -1059.39085 a.u.
energy above the lowest of the compared OMol25 structures with the same formula, charge and spin = 9.46 kcal/mol
Kohn-Sham gap = 11.2 eV

Geometry as ORCA input:
```
! wB97M-V def2-TZVPD RIJCOSX def2/J DEFGRID3
* xyz 0 1
C 1.84436 0.53790 -0.69652
N -1.43804 0.38197 0.37246
O -0.81140 -1.92015 -0.86261
O 0.31496 -0.95632 1.32392
O 1.28572 -0.41109 -1.06164
P -0.48007 -0.90683 0.15998
S 2.69129 1.70409 -0.15613
H -2.22586 0.71821 -0.27494
H -1.18095 0.85222 1.19549
*
```


Entry from the Open Molecules 2025 dataset: the molecule C6H8N4S at a distorted geometry (ωB97M-V/def2-TZVPD).

Computed properties:
highest occupied orbital energy = -8.1 eV
LUMO level = 0.29 eV
energy = -850.59856 a.u.
SMILES string = [H]/N=C(/N)N/N=C\c1ccsc1
energy above the lowest of the compared OMol25 structures with the same formula, charge and spin = 6.56 kcal/mol
Kohn-Sham gap = 8.4 eV

Geometry as ORCA input:
```
! wB97M-V def2-TZVPD RIJCOSX def2/J DEFGRID3
* xyz 0 1
H -1.18401 2.99277 -0.26867
N -2.03214 2.69450 -0.74854
C -1.93520 1.40497 -0.92268
N -2.96047 0.68997 -1.46668
N -0.80242 0.64864 -0.61413
N -0.76864 -0.63672 -1.00867
C 0.32054 -1.28509 -0.80782
C 1.27521 -0.98167 0.27602
C 0.87855 -0.55031 1.59601
C 1.93438 -0.50264 2.44359
S 3.40490 -0.99092 1.73998
C 2.63544 -1.37444 0.28972
H -2.67574 -0.19294 -1.82404
H -3.67556 1.25035 -1.81904
H 0.02216 1.02095 -0.18563
H 0.49754 -2.18111 -1.42225
H -0.15660 -0.25245 1.87795
H 1.97913 -0.06443 3.41670
H 3.24294 -1.68946 -0.55184
*
```


Entry from the Open Molecules 2025 dataset: C21H35BMnO2P2 as an isolated structure at a distorted geometry (ωB97M-V/def2-TZVPD).

Computed properties:
highest occupied orbital energy (alpha / beta) = -12.5 / -12.6 eV
LUMO level (alpha / beta) = -8.52 / -7.54 eV
⟨S²⟩ = 3.843
energy = -2829.49286 a.u.
Kohn-Sham gap (alpha / beta) = 4.0 / 5.1 eV

Geometry as ORCA input:
```
! wB97M-V def2-TZVPD RIJCOSX def2/J DEFGRID3
* xyz 2 4
P -1.82793 1.52424 2.05852
P -0.88075 0.67174 -2.01408
C -2.55545 2.19584 0.22306
C -2.45418 1.37796 -1.12945
H -2.27385 3.24955 0.14851
H -3.58238 2.13910 0.57616
H -3.21195 0.58676 -1.13500
H -2.75412 2.10899 -1.87866
C -0.01368 1.84845 -3.12935
H 0.97808 1.45266 -3.39317
H 0.14816 2.79647 -2.60656
H -0.55543 2.05193 -4.06343
C -1.66440 -0.51279 -3.16519
H -2.04314 -0.07242 -4.09572
H -2.50867 -1.00220 -2.67381
H -0.95469 -1.30191 -3.43617
C -1.52336 2.97179 3.09474
H -0.83314 2.65070 3.88644
H -2.46377 3.32328 3.52844
H -1.04158 3.75047 2.48691
C -3.12848 0.52106 2.82410
H -3.51785 -0.18710 2.07402
H -3.92124 1.16262 3.23247
H -2.62268 -0.03860 3.62832
Mn -0.80521 1.24265 0.23094
C -4.89987 3.09910 -1.54112
C -3.93278 4.01513 -1.76778
C -4.07264 5.43187 -1.33574
C -4.57265 5.67297 0.11153
C -4.19964 4.61401 1.12235
C -4.94073 3.52045 1.39073
C -6.22505 3.23636 0.67402
C -6.21755 3.38301 -0.86807
C 0.44820 -0.36595 0.89565
H -4.82800 2.09602 -1.97615
H -3.10052 3.84143 -2.46121
H -4.73856 6.00342 -2.00052
H -3.09838 5.91934 -1.43207
H -4.13116 6.62096 0.47458
H -5.66276 5.84494 0.10737
H -3.32635 4.85538 1.74103
H -4.72306 2.86696 2.24237
H -7.03647 3.87894 1.04338
H -6.54576 2.21437 0.89709
H -6.94292 2.65821 -1.28948
H -6.60217 4.37467 -1.16042
H 0.11435 -1.38147 1.14903
H -0.03237 0.21377 1.75214
H 1.50188 -0.18029 1.11998
O 1.90735 0.00452 -1.26107
B 0.49807 -0.43665 -0.85127
O 0.39332 -1.87491 -1.19552
C 1.62443 -2.22997 -1.58108
C 2.06400 -3.53516 -1.70885
C 3.42902 -3.69347 -1.93283
C 4.30752 -2.60860 -2.00381
C 3.88069 -1.29610 -1.86138
C 2.52070 -1.12019 -1.63786
H 1.33465 -4.32914 -1.64486
H 3.80244 -4.70320 -2.03557
H 5.36548 -2.77620 -2.14507
H 4.51121 -0.41683 -1.91749
*
```


Entry from the Open Molecules 2025 dataset: a 3-piece molecular cluster, C13H31B3F2N2O6 overall at a distorted geometry (ωB97M-V/def2-TZVPD).

Computed properties:
highest occupied orbital energy = -8.9 eV
LUMO level = -0.05 eV
energy = -1349.21041 a.u.
SMILES string = O=C(F)CB1OBOB(CCCF)O1.COC[C@@H](C)N.COC[C@@H](C)N
Kohn-Sham gap = 8.8 eV

Geometry as ORCA input:
```
! wB97M-V def2-TZVPD RIJCOSX def2/J DEFGRID3
* xyz 0 1
O 0.19920 -2.87857 -0.61892
C 0.55896 -2.91288 -1.90735
F 1.06536 -4.21598 -2.43620
C 0.43072 -1.63746 -2.96030
B 0.60906 -0.16559 -2.25009
O 1.06287 0.10350 -0.87182
B 0.17449 1.12270 -0.21798
O -0.42565 2.28080 -0.97125
B -0.88610 1.63268 -2.24765
C -2.45434 1.50895 -2.72539
C -3.00622 -0.03535 -2.40363
C -4.56899 -0.00930 -1.84833
F -4.71187 -1.13368 -0.87516
O 0.22612 1.03770 -3.07074
H -0.66547 -1.64625 -3.43229
H 1.16076 -1.84184 -3.85620
H -0.13058 1.07008 0.93246
H -3.16528 2.30690 -2.20026
H -2.53682 1.63336 -3.90239
H -2.87871 -0.70465 -3.38320
H -2.34983 -0.57887 -1.57334
H -5.29770 -0.22656 -2.76555
H -4.78811 1.05388 -1.35218
C -2.77879 -2.72393 4.03228
O -2.65794 -2.73464 2.61847
C -1.57040 -3.52443 2.12498
C -1.81325 -5.05390 2.15300
C -1.74652 -5.67075 3.54938
N -3.10332 -5.40205 1.54143
H -1.80676 -2.71733 4.53060
H -3.37838 -3.57369 4.35829
H -3.32426 -1.81814 4.32106
H -1.44038 -3.22258 1.07757
H -0.63852 -3.25465 2.63511
H -1.01710 -5.51640 1.55944
H -2.65678 -5.51253 4.13286
H -1.61371 -6.75833 3.47505
H -0.89799 -5.27279 4.11663
H -3.09828 -5.08975 0.56964
H -3.81856 -4.81465 1.98182
C 5.17274 5.17875 1.47862
O 3.91074 4.53053 1.50672
C 3.04746 4.87180 0.41662
C 3.40543 4.19757 -0.93108
C 4.64377 4.78022 -1.61071
N 3.58887 2.74823 -0.77215
H 5.10165 6.20722 1.11750
H 5.87164 4.60067 0.87426
H 5.57058 5.19500 2.49982
H 2.04927 4.52424 0.71312
H 2.97056 5.96046 0.31505
H 2.56001 4.36347 -1.60771
H 5.58052 4.42018 -1.17837
H 4.66296 4.49206 -2.67023
H 4.64012 5.87484 -1.56655
H 2.71703 2.34522 -0.42658
H 4.24574 2.60653 0.00179
*
```


Entry from the Open Molecules 2025 dataset: C12H23N2O2P2STm as an isolated structure at a distorted geometry (ωB97M-V/def2-TZVPD).

Computed properties:
highest occupied orbital energy (alpha / beta) = -14.2 / -14.2 eV
LUMO level (alpha / beta) = -7.18 / -7.16 eV
⟨S²⟩ = 2.002
energy = -2896.63470 a.u.
energy above the lowest of the compared OMol25 structures with the same formula, charge and spin = 0.00 kcal/mol
Kohn-Sham gap (alpha / beta) = 7.0 / 7.0 eV

Geometry as ORCA input:
```
! wB97M-V def2-TZVPD RIJCOSX def2/J DEFGRID3
* xyz 2 3
Tm -0.05620 -0.54094 1.13815
P -2.55071 0.38691 0.69904
C -2.25561 1.28685 -0.99379
C -0.79654 1.47942 -1.39654
N 0.27588 1.02946 -0.63850
C 1.51688 1.28025 -1.18674
C 1.66540 2.14273 -2.19825
C 0.61391 2.38297 -3.06553
C -0.64492 1.93638 -2.64670
C 2.67742 1.00453 -0.27034
P 2.73515 -0.52491 0.73625
H -1.51838 2.25290 -3.28335
H 2.70375 2.47207 -2.42827
H 0.78432 3.00882 -3.93703
H 3.57233 0.95368 -0.87258
H 2.85523 1.79249 0.46259
H -2.92832 0.66820 -1.75541
H -2.79216 2.26892 -0.90334
H -2.05223 -4.12193 -2.64246
O -2.08558 -3.92512 -3.54467
H -1.57807 -3.12955 -3.44996
H -0.29356 -2.93392 2.48879
O 0.22824 -2.77871 1.63198
H -0.23679 -3.58478 1.04485
C 3.25399 -1.75688 -0.51763
H 4.12438 -1.35718 -1.05662
H 3.52524 -2.70015 -0.01900
H 2.43174 -1.95416 -1.22404
C 4.16298 -0.35758 1.80220
H 4.20671 -1.18160 2.51319
H 5.08967 -0.35607 1.23573
H 4.09327 0.56833 2.36821
C -3.50998 1.75818 1.57342
H -4.58670 1.79488 1.24203
H -3.47661 1.58000 2.67694
H -3.00216 2.73811 1.37705
C -3.90521 -0.77504 0.33651
H -4.14132 -1.32320 1.25178
H -4.81028 -0.28201 -0.02211
H -3.57966 -1.52419 -0.38481
S 0.17464 0.27951 6.07345
C 0.09684 0.08227 4.50345
N 0.01304 -0.03993 3.28207
*
```


- The highest energy belongs to which entry?
  C6H8N4S